Density functional theory data (the ωB97M-V functional and the def2-TZVPD basis) for a 8-piece molecular cluster, C13H38N8O14P overall at a distorted geometry.

The total charge is -1. The calculation puts the orbital gap at 4.37 eV. As for the HOMO energy: -3.24 eV.

Cartesian coordinates (Å):
C -2.59 -3.59 -0.17
C -3.13 -2.18 -0.32
C -2.30 -0.93 0.41
P -3.08 0.77 -0.04
N -1.50 1.60 -0.01
C -0.78 1.48 1.30
C 0.65 0.66 1.23
C 1.48 0.85 -0.18
H -1.88 -4.05 -1.01
H -2.92 -4.27 0.75
H -4.11 -1.94 -0.93
H -2.20 -1.09 1.57
H -1.23 -0.93 -0.11
H -3.39 1.09 1.33
H -3.77 2.01 -0.42
H -2.97 0.50 -1.47
H -4.37 0.07 -0.10
H -1.53 2.57 -0.39
H -1.39 1.02 2.18
H -0.50 2.59 1.63
H 0.39 -0.48 1.44
H 1.33 1.00 2.16
H 1.67 1.99 -0.38
H 2.53 0.32 -0.06
H 0.92 0.30 -1.05
C 3.57 -2.07 -2.88
N 4.02 -1.21 -1.76
O 4.02 0.01 -1.95
O 4.35 -1.78 -0.71
H 3.31 -1.44 -3.73
H 4.40 -2.74 -3.14
H 2.70 -2.64 -2.54
C 3.03 4.79 -0.24
N 1.59 5.15 -0.11
O 1.12 5.19 1.03
O 0.98 5.39 -1.16
H 3.44 4.61 0.75
H 3.08 3.89 -0.86
H 3.54 5.63 -0.72
C 0.14 7.32 3.01
N 1.11 7.98 3.93
O 2.31 7.88 3.65
O 0.63 8.58 4.90
H 0.70 6.83 2.20
H -0.42 6.59 3.59
H -0.52 8.09 2.61
C 8.05 -3.37 -1.46
N 6.86 -3.36 -2.35
O 6.44 -2.26 -2.74
O 6.38 -4.46 -2.64
H 8.37 -2.33 -1.29
H 7.76 -3.84 -0.52
H 8.84 -3.93 -1.96
C 0.12 2.97 5.58
N -1.07 2.97 4.69
O -1.48 4.07 4.31
O -1.55 1.87 4.40
H 0.44 4.00 5.75
H -0.17 2.49 6.52
H 0.91 2.40 5.08
C -3.39 -4.99 -4.09
N -1.93 -4.77 -4.31
O -1.61 -4.03 -5.25
O -1.15 -5.34 -3.53
H -3.95 -4.43 -4.84
H -3.57 -6.06 -4.19
H -3.63 -4.64 -3.08
C -6.02 -4.97 -0.66
N -6.33 -6.14 -1.53
O -5.56 -6.37 -2.47
O -7.35 -6.78 -1.25
H -5.10 -4.50 -1.02
H -6.86 -4.28 -0.72
H -5.88 -5.35 0.36